Below is C47H35Br2N4ORuSb as an isolated structure, with properties calculated with ωB97M-V/def2-TZVPD.

Summary:
net charge = +2
HOMO-LUMO gap (spin up / spin down) = 7.88 / 5.79 eV
calculated total energy = -206504.792 eV
strongest force on any atom = 0.65 eV Å⁻¹
energy above the lowest of the compared OMol25 structures with the same formula, charge and spin = 26.40 kcal per mole
highest occupied orbital energy (spin up / spin down) = -13.20 / -13.36 eV
LUMO energy (spin up / spin down) = -5.317 / -7.569 eV
2S+1 = 5

Atoms and positions in Å:
1 Ru 0.8101 0.5857 -0.0705
2 Br -0.4496 -3.9649 -0.0629
3 C -1.3356 -2.9816 -1.3667
4 C -2.2740 -3.5839 -2.1841
5 C -2.9559 -2.8481 -3.1423
6 Br -4.1988 -3.7287 -4.2053
7 C -2.7131 -1.4450 -3.3154
8 C -3.3696 -0.6470 -4.2669
9 C -3.0519 0.6864 -4.3478
10 C -2.0887 1.2097 -3.4792
11 N -1.4568 0.4866 -2.5740
12 C -1.7605 -0.8166 -2.4917
13 C -1.0304 -1.5869 -1.4859
14 O -0.1638 -1.0723 -0.7369
15 H -2.4837 -4.6373 -2.0756
16 H -4.1065 -1.0842 -4.9255
17 H -3.5299 1.3284 -5.0705
18 H -1.8249 2.2584 -3.5256
19 N 2.1374 -0.6058 0.5583
20 C 2.8131 -1.4796 -0.0745
21 C 2.6793 -1.5123 -1.5477
22 C 2.5034 -2.7168 -2.2229
23 C 2.2108 -2.7082 -3.5773
24 C 2.1131 -1.5075 -4.2667
25 C 2.3228 -0.3037 -3.6070
26 C 2.6045 -0.3064 -2.2511
27 C 3.6337 -2.4580 0.6475
28 C 4.7677 -3.0056 0.0450
29 C 5.5560 -3.8961 0.7515
30 C 5.2066 -4.2524 2.0465
31 C 4.0726 -3.7165 2.6448
32 C 3.2885 -2.8151 1.9521
33 H 2.5757 -3.6503 -1.6837
34 H 2.0656 -3.6414 -4.0985
35 H 1.8998 -1.5121 -5.3250
36 H 2.2930 0.6263 -4.1553
37 H 2.8497 0.6283 -1.7396
38 H 5.0376 -2.7236 -0.9627
39 H 6.4397 -4.3121 0.2952
40 H 5.8209 -4.9525 2.5928
41 H 3.8048 -4.0031 3.6500
42 H 2.4057 -2.3881 2.4040
43 N 3.2965 3.8053 1.1225
44 C 2.6282 3.0738 0.2210
45 N 1.8496 2.1686 0.7936
46 C 2.0395 2.3072 2.1607
47 C 1.4662 1.6189 3.2245
48 C 1.8166 2.0293 4.4918
49 C 2.7243 3.0820 4.7063
50 C 3.3107 3.7582 3.6553
51 C 2.9412 3.3445 2.3820
52 H 3.9158 4.5718 0.9070
53 H 2.7021 3.2419 -0.8390
54 H 0.7720 0.7967 3.0679
55 H 1.3869 1.5271 5.3463
56 H 2.9723 3.3618 5.7181
57 H 4.0099 4.5629 3.8158
58 C -1.0289 4.7124 4.5185
59 C -0.3232 5.1302 3.4007
60 C -0.4422 4.4421 2.2035
61 C -1.2678 3.3279 2.1192
62 C -1.9792 2.9162 3.2413
63 C -1.8606 3.6069 4.4381
64 Sb -1.3885 2.1727 0.3541
65 C -0.7115 3.5520 -1.1098
66 C -1.1134 4.8824 -1.1559
67 C -0.5742 5.7460 -2.1011
68 C 0.3696 5.2878 -3.0066
69 C 0.7760 3.9601 -2.9725
70 C 0.2337 3.1042 -2.0260
71 C -3.4635 2.0346 0.0505
72 C -4.2145 1.1701 0.8396
73 C -5.5907 1.1096 0.6816
74 C -6.2148 1.9055 -0.2669
75 C -5.4649 2.7572 -1.0614
76 C -4.0882 2.8211 -0.9083
77 H -0.9387 5.2545 5.4499
78 H 0.3160 5.9998 3.4593
79 H 0.1193 4.7829 1.3390
80 H -2.6366 2.0567 3.2000
81 H -2.4200 3.2833 5.3035
82 H -1.8433 5.2585 -0.4493
83 H -0.8943 6.7769 -2.1307
84 H 0.7803 5.9606 -3.7458
85 H 1.4982 3.5958 -3.6893
86 H 0.5294 2.0448 -2.0409
87 H -3.7414 0.5327 1.5753
88 H -6.1735 0.4431 1.2994
89 H -7.2883 1.8642 -0.3828
90 H -5.9533 3.3833 -1.7952
91 H -3.5154 3.4989 -1.5266

Results of the Löwdin charge analysis, in e, for atoms 1 through 4:
1 Ru 1.151
2 Br 0.916
3 C -0.573
4 C -0.143